1.
This record from the OMol25 dataset describes one molecule with the formula C4H12Si2 at a distorted geometry. The level of theory is ωB97M-V with the def2-TZVPD basis set.

Each line ends with the Mulliken charge.
CARTESIAN COORDINATES (ANGSTROEM)
C 1.99 -1.16 0.45  -0.924
C 1.45 -0.38 -0.69  -0.693
C 0.11 0.26 -0.39  0.429
Si 0.04 2.03 0.00  0.380
C -0.94 -0.58 -0.23  -0.736
Si -2.69 -0.28 0.18  0.292
H 2.29 -0.61 1.41  0.284
H 1.37 -1.92 0.95  0.317
H 2.86 -1.64 -0.12  0.264
H 1.37 -1.17 -1.46  0.311
H 2.25 0.31 -1.02  0.357
H 0.20 2.18 1.45  -0.086
H -1.16 2.83 -0.13  -0.142
H 0.98 2.48 -1.14  -0.124
H -0.74 -1.59 -0.47  0.386
H -3.22 -1.24 1.20  -0.110
H -3.65 -0.53 -1.01  -0.080
H -2.53 1.03 1.02  -0.124

Summary:
Highest occupied orbital energy = -9.64 eV
Relative energy (zero: lowest compared OMol25 entry of this formula, charge and spin) = 190.8 kJ/mol
Kohn-Sham gap = 10.264 eV
Multiplicity = 1
Calculated total energy = -738.47220 Ha

***

2.
This record from the OMol25 dataset describes C23H15N4O4STa as an isolated structure at a distorted geometry. The level of theory is ωB97M-V with the def2-TZVPD basis set.

Each line ends with the Mulliken charge.
CARTESIAN COORDINATES (ANGSTROEM)
Ta -0.14 0.07 -0.45  1.827
O 1.36 0.03 0.72  -0.592
C 1.66 0.12 2.05  0.856
C 2.99 0.02 2.35  -0.650
C 3.40 0.18 3.66  -0.509
C 2.48 0.36 4.67  -0.944
C 1.15 0.35 4.33  -0.909
C 0.68 0.30 3.01  0.475
C -0.70 0.30 2.63  0.518
N -1.20 0.47 1.36  -0.042
C -2.60 0.40 1.49  -0.290
C -2.90 0.17 2.79  -0.639
N -1.69 0.10 3.49  -0.048
H 3.67 -0.18 1.54  0.507
H 4.45 0.05 3.87  0.427
H 2.84 0.45 5.69  0.439
H 0.46 0.37 5.17  0.336
H -3.27 0.41 0.65  0.471
H -3.86 0.04 3.29  0.448
H -1.64 -0.14 4.47  0.235
N -0.83 7.48 -1.97  -0.388
C -0.72 6.31 -1.81  -0.141
C -0.50 4.93 -1.54  0.385
C 0.13 4.50 -0.35  -0.644
C 0.35 3.14 -0.10  -0.103
C -0.09 2.13 -0.98  0.396
C -0.57 2.56 -2.23  -0.197
C -0.80 3.91 -2.48  -0.802
H 0.43 5.21 0.45  0.417
H 1.03 2.89 0.73  0.336
H -0.79 1.85 -3.02  0.420
H -1.22 4.17 -3.45  0.433
O 1.31 -0.57 -1.99  -0.538
C 0.33 -1.27 -2.39  0.847
N -0.94 -0.75 -2.25  -0.503
S -1.86 -1.98 -1.61  1.000
O -1.47 -1.68 -0.13  -0.587
O -3.23 -1.88 -2.02  -0.555
C -0.85 -3.27 -2.36  0.626
C -1.23 -4.59 -2.68  -0.909
C -0.21 -5.38 -3.15  -0.279
C 1.15 -4.95 -3.28  -0.637
C 1.44 -3.63 -3.01  -0.452
C 0.37 -2.72 -2.68  0.147
H -2.24 -5.00 -2.56  0.472
H -0.52 -6.41 -3.35  0.390
H 1.94 -5.65 -3.56  0.428
H 2.43 -3.17 -3.01  0.520

Summary:
Highest occupied orbital energy (spin up / spin down) = -14.88 / -14.88 eV
Charge = +2
Kohn-Sham gap (spin up / spin down) = 6.768 / 6.767 eV
Multiplicity = 1
Calculated total energy = -1860.10237 Ha

***

3.
This record from the OMol25 dataset describes a 2-piece molecular cluster, C23H19F3NO overall at a distorted geometry. The level of theory is ωB97M-V with the def2-TZVPD basis set.

Each line ends with the Mulliken charge.
CARTESIAN COORDINATES (ANGSTROEM)
C 2.52 -4.77 -1.61  -1.025
C 1.77 -3.46 -1.66  0.624
N 0.39 -3.54 -1.54  -0.236
C -0.46 -2.44 -1.40  0.639
C -1.65 -2.67 -0.56  0.851
C -2.71 -1.75 -0.54  -0.427
C -3.74 -1.85 0.40  -0.609
C -3.77 -2.92 1.30  -0.575
C -2.76 -3.88 1.26  -0.679
C -1.70 -3.76 0.34  -0.520
C -0.21 -1.26 -2.05  -1.270
O 2.34 -2.39 -1.81  -0.606
H 1.84 -5.63 -1.61  0.291
H 3.21 -4.84 -2.46  0.315
H 3.14 -4.80 -0.70  0.280
H 0.06 -4.46 -1.33  0.287
H -2.71 -0.93 -1.26  0.405
H -4.52 -1.09 0.42  0.427
H -4.58 -3.01 2.01  0.423
H -2.77 -4.74 1.94  0.379
H -0.89 -4.51 0.37  0.257
H -1.03 -0.57 -2.22  0.479
H 0.63 -1.21 -2.71  0.290
F 3.81 5.68 0.06  -0.284
C 3.04 4.75 -0.61  0.210
C 3.32 4.57 -1.97  -0.560
C 2.52 3.62 -2.62  0.247
F 2.73 3.39 -3.95  -0.276
C 1.55 2.88 -1.99  -0.717
C 1.31 3.01 -0.57  1.135
C 0.33 2.16 0.00  -0.036
C -0.21 2.20 1.31  1.024
C -1.28 1.31 1.62  -0.347
C -1.83 1.22 2.89  -0.602
C -1.37 2.02 3.94  -0.399
C -0.37 2.93 3.64  0.028
F 0.09 3.72 4.67  -0.289
C 0.19 3.08 2.38  -0.542
C 2.08 4.02 0.09  -0.705
H 4.09 5.12 -2.49  0.510
H 0.94 2.16 -2.53  0.459
H -0.17 1.48 -0.71  0.055
H -1.65 0.68 0.81  0.277
H -2.62 0.49 3.07  0.468
H -1.79 1.92 4.94  0.465
H 0.93 3.86 2.27  0.388
H 2.00 4.25 1.15  0.489

Summary:
Highest occupied orbital energy = -10.87 eV
Relative energy (zero: lowest compared OMol25 entry of this formula, charge and spin) = 146.7 kJ/mol
Charge = +1
Kohn-Sham gap = 4.411 eV
Multiplicity = 1
Calculated total energy = -1317.13167 Ha

***

4.
This record from the OMol25 dataset describes an isolated ion of composition CH5N5PS and charge +1 at a distorted geometry. The level of theory is ωB97M-V with the def2-TZVPD basis set.

Each line ends with the Mulliken charge.
CARTESIAN COORDINATES (ANGSTROEM)
N 0.42 0.74 1.93  -0.668
N -0.53 0.47 0.92  0.562
N -1.83 0.84 1.26  -0.141
N -2.61 0.47 0.15  -0.185
C -1.68 -0.15 -0.89  0.059
N -0.28 -0.11 -0.31  0.130
P 1.31 -0.62 -0.95  0.144
S 1.27 -0.17 -2.88  -0.251
H 0.58 -0.21 2.38  0.340
H 1.31 1.05 1.43  0.305
H -1.91 -0.57 -1.96  0.353
H 1.62 -2.00 -0.70  0.210
H 2.34 0.27 -0.38  0.142

Summary:
Highest occupied orbital energy = -13.52 eV
Charge = +1
Kohn-Sham gap = 7.427 eV
Multiplicity = 1
Calculated total energy = -1053.94983 Ha

***

5.
This record from the OMol25 dataset describes C24H44BBrCaCl2CsFKN6NaO14P as an isolated structure at a distorted geometry. The level of theory is ωB97M-V with the def2-TZVPD basis set.

Each line ends with the Mulliken charge.
CARTESIAN COORDINATES (ANGSTROEM)
C -2.87 -6.66 -3.13  -1.307
C -3.25 -5.16 -2.51  -0.302
N -2.21 -4.79 -1.47  0.411
C -2.61 -3.49 -0.74  -0.410
C -1.25 -2.57 -0.66  -0.722
B -1.14 -1.64 0.72  1.254
C 0.38 -2.10 1.25  -0.794
N 0.95 -1.14 2.29  0.169
C 2.34 -1.72 2.61  -1.181
O -1.29 -0.21 0.29  -0.651
C -2.74 -0.01 0.59  0.356
P -3.60 1.62 0.10  1.033
O -2.61 2.51 -0.81  -0.668
O -4.99 1.26 -0.92  -0.722
O -4.14 2.60 1.44  -0.433
C -2.88 -0.63 2.08  1.468
C -4.43 -0.76 2.64  -1.091
N -5.40 -1.34 1.62  -0.442
C -2.09 -0.06 3.37  -0.831
C -1.11 1.22 3.17  0.389
O -1.20 2.22 2.30  -0.483
O 0.02 1.34 4.15  -0.288
C -0.46 1.03 5.52  0.631
C 0.22 -0.30 6.27  -0.739
O -1.44 1.74 6.14  -0.523
O -2.14 -1.92 1.82  -0.672
C -1.96 -5.91 -0.48  0.623
C -0.37 -6.19 -0.07  -0.782
O -2.91 -6.68 0.09  -0.750
H -3.31 -7.50 -2.42  0.405
H -1.69 -6.78 -3.27  0.287
H -3.36 -6.72 -4.21  0.373
H -3.20 -4.35 -3.38  0.321
H -4.33 -5.12 -2.05  0.214
H -3.03 -3.84 0.29  0.172
H -3.38 -2.89 -1.41  0.118
H -1.13 -1.90 -1.64  0.021
H -0.33 -3.34 -0.70  0.176
H 1.08 -2.01 0.29  0.121
H 0.32 -3.23 1.64  -0.061
H 1.17 -0.25 1.76  0.193
H 2.82 -2.13 1.60  0.094
H 2.20 -2.65 3.30  0.587
H 3.07 -0.90 3.03  0.359
H -3.33 -0.80 -0.09  -0.713
H -5.15 0.26 -0.94  0.381
H -4.28 3.53 1.05  0.315
H -4.84 0.32 2.97  0.235
H -4.48 -1.43 3.61  0.446
H -6.14 -1.93 2.08  0.262
H -5.92 -0.57 1.13  0.060
H -2.89 0.16 4.23  0.586
H -1.42 -0.95 3.81  0.064
H -0.07 -1.31 5.72  0.190
H -0.27 -0.39 7.36  0.294
H 1.37 -0.15 6.40  0.269
H 0.33 -6.23 -1.03  0.211
H -0.26 -7.22 0.46  0.420
H 0.02 -5.35 0.66  -0.056
Cs 4.35 -0.82 1.85  0.914
Na -6.99 1.06 -1.20  0.900
O 2.16 -7.37 0.58  -0.857
H 2.40 -8.25 0.82  0.186
K -4.62 -7.77 -1.75  0.964
F 8.20 2.34 0.88  -0.278
C 8.32 3.56 1.42  0.280
C 8.73 3.68 2.75  -0.388
C 8.86 4.94 3.32  -0.741
C 8.57 6.08 2.55  0.059
C 8.15 5.95 1.23  0.248
C 8.04 4.68 0.66  -0.476
H 8.94 2.78 3.33  0.432
H 9.18 5.05 4.35  0.358
H 8.66 7.07 3.00  -0.148
H 7.92 6.83 0.64  0.216
H 7.72 4.56 -0.37  0.435
Br -7.19 1.90 2.01  -0.747
Cl -2.03 1.17 -4.79  -0.241
C -1.16 2.21 -3.64  -0.043
C -0.57 3.44 -4.30  -0.422
Cl 0.77 3.04 -5.41  -0.217
H -0.39 1.61 -3.15  0.279
H -1.89 2.51 -2.87  -0.024
H -0.16 4.12 -3.54  0.316
H -1.33 3.99 -4.87  0.340
Ca 9.05 9.01 2.86  1.580
N 9.01 13.00 1.31  0.850
O 9.20 12.03 2.06  -0.607
O 8.04 13.75 1.50  -0.555
O 9.80 13.23 0.37  -0.566
C -3.34 -0.36 -8.59  0.654
O -4.11 0.56 -8.36  -0.641
N -3.32 -1.02 -9.76  -0.390
N -2.45 -0.79 -7.69  -0.244
H -2.70 -1.78 -9.97  0.157
H -3.98 -0.72 -10.47  0.230
H -2.43 -0.32 -6.79  0.140
H -1.80 -1.55 -7.85  0.157

Summary:
Highest occupied orbital energy = -7.24 eV
Charge = +1
Kohn-Sham gap = 0.807 eV
Multiplicity = 1
Calculated total energy = -7742.23507 Ha

***

6.
This record from the OMol25 dataset describes one molecule with the formula C11H24INO6P2S2 at a distorted geometry. The level of theory is ωB97M-V with the def2-TZVPD basis set.

Each line ends with the Mulliken charge.
CARTESIAN COORDINATES (ANGSTROEM)
C -2.22 -4.12 3.19  -1.185
C -1.04 -3.49 2.38  -0.423
C -1.51 -2.72 1.11  -0.530
C -0.41 -2.62 -0.01  -0.717
N 0.05 -1.22 -0.10  -0.023
C -0.17 -0.62 -1.41  -1.064
C -1.72 -0.47 -1.61  -0.821
I -2.40 -1.84 -3.18  0.054
O -2.19 0.81 -2.02  -0.305
S -1.72 2.01 -1.00  1.500
O -2.23 3.26 -1.62  -0.730
O -2.20 1.85 0.38  -0.619
C 0.16 2.01 -1.10  0.389
S 0.58 3.42 -2.22  -0.259
P 0.75 2.52 0.62  0.068
C 2.47 3.25 0.32  -1.052
C 1.03 1.07 1.75  0.155
C 1.56 1.64 3.12  -1.386
C 0.70 0.65 -1.69  -0.108
O 2.03 0.51 -1.20  -0.621
P 0.94 0.64 -3.62  0.148
O -0.43 1.28 -4.34  -0.459
O 2.33 1.51 -3.99  -0.440
H -3.00 -4.54 2.52  0.322
H -1.87 -4.96 3.81  0.343
H -2.70 -3.38 3.85  0.291
H -0.55 -2.78 3.07  0.173
H -0.27 -4.26 2.16  0.403
H -2.47 -3.14 0.73  0.334
H -1.75 -1.70 1.44  0.263
H 0.45 -3.23 0.34  0.482
H -0.72 -3.06 -0.97  0.185
H 1.03 -1.22 0.17  0.268
H 0.16 -1.37 -2.17  0.919
H -2.27 -0.79 -0.70  0.637
H 0.09 4.54 -1.61  0.239
H 3.00 2.78 -0.52  0.277
H 3.03 3.23 1.27  0.394
H 2.29 4.31 0.09  0.324
H 0.13 0.47 1.94  0.123
H 1.80 0.35 1.39  0.193
H 1.47 0.86 3.90  0.408
H 0.92 2.50 3.38  0.397
H 2.60 1.97 3.02  0.285
H 2.34 -0.31 -1.59  0.528
H -0.23 2.01 -4.94  0.329
H 2.15 2.39 -4.34  0.311

Summary:
Highest occupied orbital energy = -8.16 eV
Kohn-Sham gap = 8.161 eV
Multiplicity = 1
Calculated total energy = -2716.41848 Ha

***

Please write out number 2 again, unchanged.
This record from the OMol25 dataset describes C23H15N4O4STa as an isolated structure at a distorted geometry. The level of theory is ωB97M-V with the def2-TZVPD basis set.

Each line ends with the Mulliken charge.
CARTESIAN COORDINATES (ANGSTROEM)
Ta -0.14 0.07 -0.45  1.827
O 1.36 0.03 0.72  -0.592
C 1.66 0.12 2.05  0.856
C 2.99 0.02 2.35  -0.650
C 3.40 0.18 3.66  -0.509
C 2.48 0.36 4.67  -0.944
C 1.15 0.35 4.33  -0.909
C 0.68 0.30 3.01  0.475
C -0.70 0.30 2.63  0.518
N -1.20 0.47 1.36  -0.042
C -2.60 0.40 1.49  -0.290
C -2.90 0.17 2.79  -0.639
N -1.69 0.10 3.49  -0.048
H 3.67 -0.18 1.54  0.507
H 4.45 0.05 3.87  0.427
H 2.84 0.45 5.69  0.439
H 0.46 0.37 5.17  0.336
H -3.27 0.41 0.65  0.471
H -3.86 0.04 3.29  0.448
H -1.64 -0.14 4.47  0.235
N -0.83 7.48 -1.97  -0.388
C -0.72 6.31 -1.81  -0.141
C -0.50 4.93 -1.54  0.385
C 0.13 4.50 -0.35  -0.644
C 0.35 3.14 -0.10  -0.103
C -0.09 2.13 -0.98  0.396
C -0.57 2.56 -2.23  -0.197
C -0.80 3.91 -2.48  -0.802
H 0.43 5.21 0.45  0.417
H 1.03 2.89 0.73  0.336
H -0.79 1.85 -3.02  0.420
H -1.22 4.17 -3.45  0.433
O 1.31 -0.57 -1.99  -0.538
C 0.33 -1.27 -2.39  0.847
N -0.94 -0.75 -2.25  -0.503
S -1.86 -1.98 -1.61  1.000
O -1.47 -1.68 -0.13  -0.587
O -3.23 -1.88 -2.02  -0.555
C -0.85 -3.27 -2.36  0.626
C -1.23 -4.59 -2.68  -0.909
C -0.21 -5.38 -3.15  -0.279
C 1.15 -4.95 -3.28  -0.637
C 1.44 -3.63 -3.01  -0.452
C 0.37 -2.72 -2.68  0.147
H -2.24 -5.00 -2.56  0.472
H -0.52 -6.41 -3.35  0.390
H 1.94 -5.65 -3.56  0.428
H 2.43 -3.17 -3.01  0.520

Summary:
Highest occupied orbital energy (spin up / spin down) = -14.88 / -14.88 eV
Charge = +2
Kohn-Sham gap (spin up / spin down) = 6.768 / 6.767 eV
Multiplicity = 1
Calculated total energy = -1860.10237 Ha